# 1
C6H10NO | ωB97M-V/def2-TZVPD

The geometry in XYZ format:
```
18
Properties=species:S:1:pos:R:3:forces:R:3:lowdin_charge:R:1
C 2.0963 -1.6444 1.5416 -0.448 0.239 -1.425 0.1952
C 1.4103 -1.1211 0.7020 0.640 -0.493 0.988 -0.1046
C 1.7763 0.1491 -1.8388 -2.613 -1.465 1.360 -0.0066
C -0.6846 -1.0885 -0.7053 0.842 2.542 1.168 -0.0056
C -0.9038 1.2360 0.9903 -1.159 -3.300 0.047 0.0217
C 0.6348 -0.4130 -0.2374 0.932 0.631 -2.379 -0.3212
N 0.3710 1.0052 0.2189 -1.322 -0.425 -2.230 0.0349
O 1.3882 1.1103 -2.3840 -0.214 0.929 0.490 0.1079
H 2.8469 -2.2232 1.9843 0.453 -0.352 0.907 0.0452
H 2.4439 -0.5559 -2.3043 0.831 -0.696 0.349 0.1262
H -0.6128 -2.0134 -1.1193 1.049 -2.677 -1.240 0.0685
H -1.3221 -0.5267 -1.3597 0.050 0.787 -0.497 0.0998
H -1.2402 -1.2352 0.1818 -0.721 -0.400 1.027 0.0746
H -0.8811 0.9598 2.0643 0.764 0.122 -0.711 0.1222
H -1.1812 2.2271 0.8994 -0.535 1.991 -0.290 0.0721
H -1.7170 0.5295 0.5485 1.503 1.815 0.662 0.1202
H 0.2639 1.3481 -0.8000 0.049 0.883 1.723 0.1629
H 1.2005 1.4367 0.6301 -0.100 -0.129 0.050 0.1865
```
Positions in Å, forces in eV/Å.

As for the charge: +1. Its energy above the lowest of the compared OMol25 structures with the same formula, charge and spin is 373.4 kJ/mol. For the gap between HOMO and LUMO, the calculation gives 9.552 eV. Its energy is -9910.524 eV.

# 2
C6H10NO2 | ωB97M-V/def2-TZVPD

The geometry in XYZ format:
```
19
Properties=species:S:1:pos:R:3:forces:R:3:lowdin_charge:R:1
C 1.3470 0.4469 -0.0447 1.591 -0.211 -1.028 0.0335
C 0.3645 0.6232 -1.0282 -0.056 -0.740 -0.395 -0.2915
C 1.3203 0.2337 1.2398 -0.490 -0.049 -0.123 0.0177
C 0.7417 0.7927 -2.4604 -1.340 0.449 1.191 0.0180
C -3.0999 0.1099 -0.6465 -2.996 -1.923 0.748 -0.1220
C 1.6079 -1.3133 2.9622 -0.589 -0.678 4.277 0.0602
N -1.8347 0.1959 -0.0698 2.188 -0.416 2.422 0.0104
O -0.9429 0.5836 -0.9782 -1.629 -0.020 -1.130 -0.0297
O 1.3452 0.0516 2.4341 0.167 -0.037 0.951 0.0988
H 2.4174 0.4166 -0.4917 -1.675 0.199 0.964 0.2053
H 0.0214 1.5235 -2.7559 -0.410 0.544 -0.880 0.0969
H 1.6496 1.2882 -2.4255 2.178 0.527 -0.798 0.0688
H 0.6314 -0.0626 -3.1032 0.339 -0.486 -0.025 0.1069
H -3.9314 0.2965 0.1904 1.904 0.191 -1.948 0.1380
H -3.1725 0.6574 -1.5749 -0.440 0.458 -0.054 0.0805
H -3.3565 -1.0039 -0.9061 0.733 1.587 0.314 0.1242
H 2.2468 -1.2343 3.9443 -0.149 0.335 -2.625 0.1493
H 1.9414 -1.9309 2.1458 0.156 -0.270 0.089 0.1012
H 0.7033 -1.6748 3.5683 0.516 0.541 -1.948 0.1336
```
Positions in Å, forces in eV/Å.

As for the charge: +1. Its energy above the lowest of the compared OMol25 structures with the same formula, charge and spin is 665.9 kJ/mol. For the gap between HOMO and LUMO (alpha / beta), the calculation gives 6.911 / 7.827 eV. Its energy is -11954.245 eV.

# 3
C6H10NO2P | ωB97M-V/def2-TZVPD

The geometry in XYZ format:
```
20
Properties=species:S:1:pos:R:3:forces:R:3:lowdin_charge:R:1
C 1.5370 2.5534 -1.8443 0.580 -2.683 -4.977 -0.0418
N 0.9845 1.1910 -1.6033 0.759 4.075 2.574 0.0202
C 0.4700 0.9467 -0.4138 -0.106 -1.064 4.072 -0.2614
C 0.2794 1.2242 0.9241 0.647 -2.701 -5.029 0.0381
C 0.1031 -0.2118 0.4697 1.514 1.095 -0.471 -0.5823
O 1.0769 -1.3303 0.6138 -0.694 1.173 0.179 -0.0818
P -1.5921 -0.7577 0.5181 -1.327 -1.676 -0.335 0.9528
C -1.5837 -2.6211 0.1499 -0.471 2.457 0.553 -0.2235
C -1.9485 -0.3033 2.1182 0.447 1.425 2.247 -0.3510
O -2.6379 -0.9866 2.9897 -0.749 -1.866 -0.797 -0.0601
H 1.2579 2.7434 -2.9671 0.286 0.364 2.151 0.1167
H 1.2269 3.2926 -1.2064 -1.319 1.460 1.542 0.0472
H 2.6264 2.5710 -1.8784 0.138 -0.304 0.368 0.0715
H 0.9002 0.5954 -2.3379 -0.426 -1.948 -2.194 0.0975
H 0.6119 1.7605 1.7331 0.373 1.245 1.605 0.0561
H 1.8560 -1.0416 1.1153 -0.409 0.201 -0.165 0.0866
H -0.5728 -2.7870 -0.0739 1.210 -0.500 -1.245 -0.0091
H -2.3348 -2.5994 -0.6195 0.045 -1.178 -0.423 0.0071
H -1.7484 -3.2180 1.0116 -0.857 -0.446 0.732 0.0203
H -2.7516 -0.6403 3.8832 0.359 0.871 -0.386 0.0968
```
Positions in Å, forces in eV/Å.

As for the charge: 0. Its energy above the lowest of the compared OMol25 structures with the same formula, charge and spin is 656.9 kJ/mol. For the gap between HOMO and LUMO, the calculation gives 7.894 eV. Its energy is -21251.150 eV. Its SMILES is CNC1=C[C@@]1(O)P(C)#CO.

# 4
C6H10NO2Si | ωB97M-V/def2-TZVPD

The geometry in XYZ format:
```
20
Properties=species:S:1:pos:R:3:forces:R:3:lowdin_charge:R:1
C -2.7807 -1.6032 -0.2811 0.600 1.543 0.256 -0.2540
C -2.9634 0.9814 -0.1927 -2.314 -0.874 -0.614 -0.6900
C 0.6263 -1.1721 -0.5808 -0.997 0.978 0.912 -0.2238
C 0.6995 1.6489 -0.4125 0.746 -0.703 0.646 -0.1866
C -0.5420 -0.0534 2.0796 -0.148 1.691 -2.371 -0.1469
C -2.2152 -0.2976 -0.7051 0.220 -0.225 1.361 -0.2355
N -3.1628 -2.5995 0.1466 -0.108 -0.318 -0.107 0.1070
O -2.1770 1.8163 0.3673 0.152 -0.957 -0.445 -0.0875
O -4.1968 0.9905 -0.3581 1.119 0.829 0.412 -0.0259
Si -0.5803 0.2414 0.1536 1.587 -0.265 -0.708 0.5765
H 0.8034 -1.0416 -1.6295 0.807 1.038 -0.638 -0.0005
H 1.4896 -1.1283 0.0747 0.633 -0.242 -0.392 0.0073
H 0.2623 -2.1601 -0.6722 -0.726 -1.441 0.954 -0.0155
H 0.4863 2.6333 -0.8835 -0.250 -0.998 -0.113 0.0153
H 1.1013 1.9634 0.5811 -0.057 -0.237 -0.422 0.0070
H 1.5551 1.0569 -0.9110 -1.268 1.328 0.478 0.0210
H 0.3941 0.3773 2.4448 -0.124 -0.542 0.249 0.0220
H -1.3942 0.4995 2.4297 -0.261 0.298 0.521 0.0105
H -0.7288 -1.0846 2.1706 0.286 -1.391 0.669 -0.0020
H -2.1303 -0.3757 -1.7723 0.104 0.486 -0.648 0.1017
```
Positions in Å, forces in eV/Å.

As for the charge: -1. Its energy above the lowest of the compared OMol25 structures with the same formula, charge and spin is 3.7 kJ/mol. For the gap between HOMO and LUMO, the calculation gives 8.618 eV. Its energy is -19848.827 eV.

# 5
C6H10NO3 | ωB97M-V/def2-TZVPD

The geometry in XYZ format:
```
20
Properties=species:S:1:pos:R:3:forces:R:3:lowdin_charge:R:1
C -2.0975 0.3897 0.5983 -3.905 0.734 2.979 -0.0897
C -2.1394 -0.6445 -0.5422 -0.549 0.486 1.711 -0.1320
O -0.8739 -0.5885 -1.0943 2.325 -0.526 -0.554 0.0568
C 0.0391 -0.0550 -0.2491 1.533 1.323 0.888 -0.4248
N -0.8615 1.1524 0.4027 0.266 -4.067 -1.307 0.2017
O 0.4964 -0.7514 0.8201 0.806 -1.958 1.262 0.0332
C 1.9448 -1.1274 0.7537 1.452 2.454 -1.976 0.0225
C 2.4657 -0.1172 -0.3075 -3.709 -0.042 1.646 -0.1240
O 2.1300 1.2376 -0.0651 0.340 0.813 1.861 0.0847
C 1.2764 0.5356 -0.8706 -0.472 -1.318 -0.913 -0.1737
H -3.0252 1.1408 0.4954 2.069 -1.776 0.436 0.1790
H -2.1844 -0.1385 1.6968 0.693 1.647 -2.790 0.1977
H -2.4906 -1.6268 -0.2244 0.387 0.008 0.044 0.1501
H -2.7701 -0.2521 -1.2698 -1.361 0.223 -1.440 0.1142
H -0.8331 1.6908 -0.4121 -0.673 1.981 -1.119 0.1610
H -0.3817 1.5379 1.1561 0.801 0.952 1.811 0.1629
H 2.2579 -2.0895 0.3131 -1.219 -0.125 0.668 0.1484
H 2.5540 -0.8763 1.6398 -1.294 -0.514 0.310 0.1492
H 3.2091 -0.2403 -0.9736 2.907 -0.812 -1.649 0.1281
H 1.2841 0.8228 -1.8672 -0.397 0.519 -1.869 0.1548
```
Positions in Å, forces in eV/Å.

As for the charge: +1. Its energy above the lowest of the compared OMol25 structures with the same formula, charge and spin is 186.6 kJ/mol. For the gap between HOMO and LUMO, the calculation gives 11.777 eV. Its energy is -14006.818 eV. Its SMILES is C1CO[C@@]2([NH2+]1)OC[C@@H]1O[C@@H]12.

# 6
C6H10NO5S | ωB97M-V/def2-TZVPD

The geometry in XYZ format:
```
23
Properties=species:S:1:pos:R:3:forces:R:3:lowdin_charge:R:1
C -2.2832 -3.1183 -0.2745 0.722 -3.473 -0.107 0.0035
C -1.3121 -2.6089 0.4391 0.323 3.972 0.485 -0.0479
C -0.9527 -1.1012 0.0495 -1.357 -0.834 -1.323 -0.4166
C 1.7748 2.4196 -0.3952 -1.306 3.050 -0.629 -0.1198
C 0.8436 1.3163 -0.8215 -0.215 -0.114 0.003 -0.2147
C 1.1588 0.1000 -0.0103 1.513 0.971 3.956 -0.3440
N 0.3993 -1.0304 -0.0310 -2.967 1.219 0.094 0.0782
O 3.1838 -0.5467 -1.5522 -0.178 0.498 -0.164 -0.3374
O -1.7517 -0.2542 -0.3335 0.606 -0.846 0.895 0.0574
O 2.6911 -2.0030 0.3181 -0.331 0.170 -0.053 -0.3570
O 3.6971 0.1380 0.7760 -0.335 -0.018 -0.938 -0.3554
O 1.3372 0.6931 1.6948 -4.580 -0.904 -2.986 -0.1363
S 2.8357 -0.6191 -0.1464 2.365 -0.496 0.501 0.4823
H -2.5107 -4.1998 -0.3568 -0.062 0.517 1.005 0.0650
H -2.6204 -2.6813 -1.1559 -0.697 1.609 -1.026 0.0417
H -0.7053 -2.8242 1.3258 -0.596 -1.169 -0.433 0.1157
H 1.3279 3.4617 -0.8004 1.074 -2.169 0.739 0.1082
H 1.7592 2.4807 0.7197 0.428 -0.038 -1.162 0.0782
H 2.7285 2.2739 -0.8602 0.824 0.140 0.292 0.0544
H -0.1601 1.7585 -0.7383 0.010 -1.173 0.125 0.1142
H 1.0211 0.9200 -1.8303 -0.137 0.647 -0.183 0.1237
H 0.8011 -1.8828 0.2246 1.698 -1.088 0.507 0.0731
H 2.2320 0.5375 1.8005 3.197 -0.470 0.402 -0.0664
```
Positions in Å, forces in eV/Å.

As for the charge: -1. Its energy above the lowest of the compared OMol25 structures with the same formula, charge and spin is 0.0 kJ/mol. For the gap between HOMO and LUMO, the calculation gives 9.098 eV. Its energy is -28946.620 eV.